(1)
Density functional theory data (ωB97M-V/def2-TZVPD) for a structure of composition C34H90BN18O20Rb.

```
! RIJCOSX wB97M-V def2-TZVPD def2/J DEFGRID3
* xyz 0 1
Rb -10.39 -1.13 2.02
O -3.78 -1.31 1.19
C -2.59 -1.15 1.11
O -1.63 -1.59 1.96
B -0.30 -1.30 1.40
O -0.63 -0.70 0.08
C -1.90 -0.56 -0.08
O -2.51 -0.13 -1.13
O 0.42 -2.57 1.31
C 1.39 -2.58 2.14
O 2.12 -3.50 2.35
C 1.60 -1.15 2.77
O 0.59 -0.42 2.30
O 2.55 -0.76 3.46
C 10.34 0.58 6.74
C 10.36 0.17 5.28
C 10.03 -1.33 5.10
O 11.13 -2.17 5.49
C 11.19 -2.65 6.83
N 9.40 0.99 4.57
H 10.51 1.64 6.92
H 11.22 0.11 7.19
H 9.35 0.32 7.11
H 11.38 0.34 4.92
H 9.78 -1.51 4.06
H 9.14 -1.50 5.71
H 10.18 -2.64 7.23
H 11.99 -2.14 7.38
H 11.50 -3.69 6.91
H 9.29 0.77 3.59
H 8.47 0.97 4.98
C 2.02 5.19 -2.29
C 2.11 6.64 -1.82
C 3.59 7.22 -1.98
O 4.50 6.45 -1.14
C 5.82 6.80 -1.18
N 1.20 7.47 -2.55
H 0.96 4.93 -2.34
H 2.63 4.52 -1.69
H 2.42 5.15 -3.30
H 1.81 6.65 -0.77
H 3.59 8.29 -1.77
H 3.79 7.13 -3.04
H 6.33 6.74 -2.14
H 6.44 6.25 -0.47
H 5.85 7.87 -0.96
H 1.48 7.48 -3.52
H 1.36 8.44 -2.31
C -14.22 2.87 4.26
C -13.69 4.25 3.81
C -12.18 4.56 4.15
O -11.42 3.79 3.30
C -9.99 4.00 3.31
N -14.06 4.40 2.43
H -15.29 2.70 4.43
H -13.80 2.56 5.22
H -13.77 2.08 3.66
H -14.22 4.97 4.42
H -12.00 4.36 5.21
H -12.00 5.62 3.97
H -9.66 3.25 2.59
H -9.48 3.77 4.25
H -9.87 5.01 2.91
H -15.01 4.70 2.30
H -13.95 3.56 1.87
C 3.90 -7.04 -6.27
C 2.72 -6.09 -6.01
C 2.29 -6.14 -4.49
O 1.61 -7.34 -4.32
C 1.04 -7.38 -3.05
N 3.01 -4.71 -6.36
H 4.14 -7.19 -7.33
H 3.79 -8.00 -5.76
H 4.80 -6.58 -5.87
H 1.90 -6.44 -6.64
H 1.63 -5.28 -4.38
H 3.12 -6.08 -3.77
H 0.53 -8.34 -3.15
H 0.38 -6.54 -2.85
H 1.72 -7.52 -2.22
H 2.15 -4.19 -6.34
H 3.50 -4.21 -5.64
C -10.07 2.54 -3.63
C -10.30 1.24 -4.39
C -9.76 1.14 -5.86
O -9.76 -0.13 -6.50
C -10.17 -0.13 -7.86
N -9.56 0.20 -3.68
H -10.59 2.66 -2.68
H -10.50 3.32 -4.26
H -9.01 2.81 -3.57
H -11.35 0.95 -4.37
H -8.80 1.65 -5.88
H -10.32 1.79 -6.53
H -9.47 0.29 -8.57
H -11.06 0.49 -7.95
H -10.41 -1.11 -8.26
H -8.58 0.43 -3.79
H -9.64 -0.67 -4.18
C 6.58 -0.29 -2.12
C 7.37 0.68 -3.02
C 8.94 0.53 -3.20
O 9.49 0.81 -1.93
C 10.91 0.67 -2.03
N 6.88 0.44 -4.29
H 5.50 -0.26 -2.26
H 6.83 -0.17 -1.07
H 6.99 -1.26 -2.42
H 7.10 1.71 -2.77
H 9.36 1.14 -4.00
H 9.09 -0.52 -3.42
H 11.28 -0.20 -2.58
H 11.35 0.67 -1.04
H 11.13 1.50 -2.70
H 5.93 0.77 -4.32
H 7.37 0.99 -4.98
C -3.31 -2.87 -7.89
O -2.35 -2.19 -7.99
N -4.30 -2.67 -7.10
N -3.47 -4.02 -8.47
H -4.33 -1.96 -6.39
H -5.02 -3.37 -7.02
H -4.31 -4.51 -8.22
H -2.72 -4.38 -9.04
C -2.31 -7.84 3.61
O -1.89 -6.92 4.29
N -1.73 -8.99 3.52
N -3.39 -7.74 2.93
H -2.28 -9.75 3.13
H -0.98 -9.08 4.18
H -3.87 -6.85 2.89
H -3.78 -8.49 2.38
C 3.90 5.31 5.20
O 3.40 4.88 6.24
N 3.47 4.93 4.00
N 4.73 6.28 5.24
H 3.89 5.25 3.14
H 2.89 4.11 4.03
H 5.09 6.56 6.14
H 5.03 6.66 4.36
C -1.93 -1.59 8.60
O -1.87 -0.97 9.62
N -1.63 -1.00 7.48
N -2.12 -2.83 8.50
H -1.20 -0.10 7.65
H -1.57 -1.42 6.57
H -2.28 -3.24 9.41
H -2.00 -3.32 7.63
C -2.19 4.39 -7.99
O -1.98 5.54 -8.35
N -1.23 3.54 -7.86
N -3.35 3.85 -7.87
H -0.28 3.88 -7.92
H -1.49 2.57 -7.76
H -4.06 4.55 -8.02
H -3.53 3.16 -7.15
C 4.09 -4.42 9.09
O 3.64 -4.79 10.14
N 4.69 -3.29 8.88
N 4.00 -5.14 8.06
H 4.88 -2.92 7.95
H 4.75 -2.67 9.67
H 4.38 -4.92 7.15
H 3.45 -5.98 8.21
*
```

Computed properties:
LUMO level (eV): -2.9113
Highest occupied orbital energy (eV): -8.4

(2)
Density functional theory data (ωB97M-V/def2-TZVPD) for a cluster of 11 separate species, C34H90O11 in total.

```
! RIJCOSX wB97M-V def2-TZVPD def2/J DEFGRID3
* xyz 0 1
C 4.99 -0.23 -0.73
C 4.31 0.96 -1.43
O 5.05 2.15 -1.16
C 4.54 3.29 -1.78
C 5.53 4.46 -1.59
H 4.41 -1.15 -0.90
H 6.01 -0.36 -1.07
H 4.99 -0.09 0.36
H 4.33 0.79 -2.53
H 3.25 1.05 -1.12
H 4.32 3.11 -2.85
H 3.59 3.57 -1.29
H 5.06 5.41 -1.89
H 6.45 4.35 -2.17
H 5.82 4.57 -0.54
C 2.20 -1.26 -3.22
C 2.85 -2.57 -2.90
O 3.76 -2.36 -1.87
C 4.58 -3.46 -1.62
C 5.50 -3.12 -0.45
H 1.33 -1.41 -3.85
H 1.90 -0.76 -2.29
H 2.90 -0.58 -3.72
H 2.08 -3.30 -2.58
H 3.35 -2.99 -3.80
H 3.98 -4.35 -1.39
H 5.20 -3.68 -2.51
H 4.95 -2.63 0.35
H 6.31 -2.46 -0.78
H 5.94 -4.03 -0.05
C 1.07 1.12 6.04
C 1.58 1.67 4.78
O 1.51 3.07 4.93
C 1.89 3.79 3.78
C 1.65 5.25 4.04
H 1.76 1.43 6.83
H 0.07 1.48 6.27
H 1.09 0.03 6.04
H 2.65 1.37 4.67
H 1.02 1.33 3.90
H 2.97 3.64 3.57
H 1.32 3.47 2.89
H 2.08 5.81 3.21
H 2.16 5.58 4.94
H 0.59 5.49 4.11
C -2.54 -3.01 -2.70
C -2.29 -2.88 -4.17
O -1.96 -1.59 -4.44
C -1.98 -1.32 -5.79
C -1.38 0.04 -5.95
H -2.70 -4.06 -2.45
H -1.65 -2.67 -2.15
H -3.38 -2.39 -2.37
H -1.43 -3.53 -4.45
H -3.15 -3.20 -4.78
H -1.39 -2.08 -6.34
H -3.00 -1.38 -6.20
H -1.92 0.66 -5.24
H -1.51 0.40 -6.97
H -0.32 -0.06 -5.73
C -1.57 -2.08 4.41
C -1.72 -1.54 5.80
O -0.76 -2.17 6.64
C -0.79 -1.71 7.96
C 0.19 -2.49 8.75
H -2.20 -1.57 3.69
H -0.54 -1.99 4.06
H -1.82 -3.15 4.44
H -1.52 -0.44 5.84
H -2.76 -1.67 6.14
H -0.53 -0.63 8.01
H -1.79 -1.79 8.43
H -0.01 -3.56 8.68
H 0.11 -2.22 9.82
H 1.21 -2.28 8.44
C -3.27 1.87 -2.90
C -4.29 1.72 -4.02
O -5.58 1.68 -3.43
C -6.63 1.71 -4.38
C -7.96 1.56 -3.66
H -2.26 1.95 -3.31
H -3.51 2.75 -2.31
H -3.30 0.99 -2.27
H -4.23 2.54 -4.76
H -4.15 0.76 -4.56
H -6.59 2.65 -4.97
H -6.51 0.87 -5.11
H -8.12 2.39 -2.97
H -7.96 0.63 -3.10
H -8.77 1.54 -4.38
C -0.18 0.28 -1.26
C 0.46 0.34 0.15
O -0.53 0.04 1.22
H -1.00 1.00 -1.34
H -0.61 -0.70 -1.46
H 0.59 0.56 -1.99
H 0.91 1.32 0.34
H 1.25 -0.43 0.16
H -0.53 -0.95 1.26
C 1.73 -2.80 1.10
C 0.53 -3.60 1.40
O -0.60 -2.66 1.34
H 1.80 -1.98 1.82
H 1.63 -2.39 0.09
H 2.63 -3.40 1.15
H 0.59 -4.10 2.38
H 0.39 -4.39 0.64
H -1.42 -3.13 1.62
C -4.02 -2.36 0.81
C -3.93 -3.79 1.09
O -2.97 -4.13 2.11
H -4.31 -1.82 1.72
H -4.83 -2.18 0.10
H -3.09 -1.95 0.44
H -3.60 -4.34 0.22
H -4.91 -4.16 1.38
H -3.38 -3.99 2.97
C -2.01 3.84 3.77
C -1.27 2.67 3.21
O -2.19 1.93 2.42
H -2.80 3.50 4.47
H -2.59 4.32 2.97
H -1.37 4.56 4.25
H -0.85 2.05 4.02
H -0.42 3.04 2.59
H -1.69 1.19 2.00
C 2.36 1.78 -5.32
C 1.58 2.53 -4.25
O 2.01 3.92 -4.15
H 2.08 2.13 -6.32
H 2.19 0.70 -5.22
H 3.43 1.95 -5.18
H 1.81 2.09 -3.27
H 0.49 2.43 -4.36
H 1.93 4.40 -4.98
*
```

Computed properties:
LUMO level (eV): 0.5225
Structure (SMILES): CCOCC.CCOCC.CCOCC.CCOCC.CCOCC.CCOCC.CCO.CCO.CCO.CCO.CCO
Highest occupied orbital energy (eV): -9.1

Calculated max |F|, 0.1392 0.0385 hartree/bohr (same order as the records).
Calculated orbital gap, 5.45 9.62 eV (same order as the records).
Calculated calculated total energy, -105820.6579 -59236.2114 eV (same order as the records).